Entry from the Open Molecules 2025 dataset: a single C2H3NOS2 molecule in a non-equilibrium geometry (ωB97M-V with the def2-TZVPD basis set).

Values from the calculation:
- energy above the lowest of the compared OMol25 structures with the same formula, charge and spin (kcal/mol) = 80.5
- total charge = 0
- LUMO (alpha / beta) (eV) = -1.0 / -1.3
- HOMO-LUMO gap (alpha / beta) (eV) = 7.4 / 7.1
- E (a.u.) = -1004.25924

Each line ends with the natural charge from an NBO analysis.
Cartesian coordinates (Å):
C  0.24  -0.07  0.07  -0.08
C  1.03  1.06  0.22  -0.47
N  0.47  -1.36  0.24  -0.04
O  1.48  -1.85  0.76  -0.39
S  2.74  1.06  0.46  0.40
S  3.41  -0.47  -0.55  -0.21
H  -0.71  -0.05  -0.49  0.20
H  0.56  2.04  0.26  0.24
H  -0.34  -1.95  -0.06  0.35



Entry from the Open Molecules 2025 dataset: 2 unconnected molecules or ions with the total composition C2H3NOS3 in a non-equilibrium geometry (ωB97M-V with the def2-TZVPD basis set).

Values from the calculation:
- energy above the lowest of the compared OMol25 structures with the same formula, charge and spin (kcal/mol) = 44.9
- total charge = 0
- SMILES string = N#CC(=S)SO.S
- LUMO (eV) = -1.5
- HOMO-LUMO gap (eV) = 7.6
- E (a.u.) = -1402.48125

Each line ends with the natural charge from an NBO analysis.
Cartesian coordinates (Å):
C  -0.29  -0.61  1.03  0.20
C  -0.93  -0.05  -0.10  -0.45
N  0.10  -1.01  2.05  -0.23
O  -1.08  2.21  1.46  -0.83
S  -1.66  1.58  0.05  0.67
S  2.07  -0.66  -1.60  -0.29
S  -0.94  -0.93  -1.45  0.14
H  -1.88  2.56  1.99  0.51
H  1.55  -1.72  -2.27  0.15
H  3.07  -1.37  -1.15  0.14



Entry from the Open Molecules 2025 dataset: 2 unconnected molecules or ions with the total composition C2H3NOS3 in a non-equilibrium geometry (ωB97M-V with the def2-TZVPD basis set).

Values from the calculation:
- energy above the lowest of the compared OMol25 structures with the same formula, charge and spin (kcal/mol) = 62.5
- total charge = 0
- SMILES string = S=c1cnos1.S
- LUMO (alpha / beta) (eV) = -1.2 / -1.2
- HOMO-LUMO gap (alpha / beta) (eV) = 7.9 / 7.9
- E (a.u.) = -1402.45323

Each line ends with the natural charge from an NBO analysis.
Cartesian coordinates (Å):
C  1.09  -0.24  -0.30  -0.39
C  0.74  -0.03  1.10  -0.09
N  0.30  -1.06  1.68  0.02
O  0.12  -2.08  0.92  -0.40
S  1.63  1.00  -1.27  -0.06
S  0.57  -1.86  -0.69  0.70
S  -1.92  0.58  -0.67  -0.36
H  0.95  0.87  1.52  0.24
H  -0.83  1.55  -0.68  0.18
H  -2.65  1.26  -1.61  0.16



Entry from the Open Molecules 2025 dataset: a single C2H3NOS3 molecule in a non-equilibrium geometry (ωB97M-V with the def2-TZVPD basis set).

Values from the calculation:
- energy above the lowest of the compared OMol25 structures with the same formula, charge and spin (kcal/mol) = 4.4
- total charge = 0
- SMILES string = OC(=S)C(=S)NS
- LUMO (eV) = -1.2
- HOMO-LUMO gap (eV) = 8.0
- E (a.u.) = -1402.54582

Each line ends with the natural charge from an NBO analysis.
Cartesian coordinates (Å):
C  -0.17  -0.16  -0.30  0.00
C  1.12  0.66  -0.59  0.19
H  -1.73  -2.06  1.13  0.13
H  0.29  0.22  1.51  0.43
H  0.85  -0.02  -2.28  0.49
N  -0.53  -0.08  0.98  -0.70
O  1.53  0.59  -1.83  -0.62
S  -1.87  -0.82  1.73  0.22
S  -0.89  -1.00  -1.51  -0.09
S  1.90  1.49  0.58  -0.06



Entry from the Open Molecules 2025 dataset: a molecular structure, C2H3NP2 in a non-equilibrium geometry (ωB97M-V with the def2-TZVPD basis set).

Values from the calculation:
- energy above the lowest of the compared OMol25 structures with the same formula, charge and spin (kcal/mol) = 32.1
- total charge = 0
- LUMO (eV) = -0.6
- HOMO-LUMO gap (eV) = 8.7
- E (a.u.) = -815.37449

Each line ends with the natural charge from an NBO analysis.
Cartesian coordinates (Å):
C  0.63  -0.45  -0.83  -0.14
C  -0.76  1.06  -0.06  -0.45
N  0.11  0.71  -1.00  -0.43
P  -1.09  0.27  1.33  0.41
P  -0.08  -1.49  0.50  0.16
H  1.18  -0.90  -1.56  0.19
H  -0.95  2.38  0.06  0.22
H  0.97  -1.58  1.57  0.05



Entry from the Open Molecules 2025 dataset: a single C2H3NP2 molecule in a non-equilibrium geometry (ωB97M-V with the def2-TZVPD basis set).

Values from the calculation:
- energy above the lowest of the compared OMol25 structures with the same formula, charge and spin (kcal/mol) = 7.7
- total charge = 0
- SMILES string = C1=N[PH]#P=C1
- LUMO (eV) = -0.6
- HOMO-LUMO gap (eV) = 8.9
- E (a.u.) = -815.41341

Each line ends with the natural charge from an NBO analysis.
Cartesian coordinates (Å):
C  -0.34  -0.26  0.57  0.06
C  -0.63  0.68  -0.38  -0.70
N  0.37  -1.33  0.33  -0.71
P  -0.33  0.24  -1.99  0.42
P  0.65  -1.60  -1.32  0.49
H  -0.44  -0.07  1.57  0.19
H  -0.85  1.78  -0.13  0.26
H  1.62  -0.57  -1.61  0.00



Copy entry 5 word for word.
Entry from the Open Molecules 2025 dataset: a molecular structure, C2H3NP2 in a non-equilibrium geometry (ωB97M-V with the def2-TZVPD basis set).

Values from the calculation:
- energy above the lowest of the compared OMol25 structures with the same formula, charge and spin (kcal/mol) = 32.1
- total charge = 0
- LUMO (eV) = -0.6
- HOMO-LUMO gap (eV) = 8.7
- E (a.u.) = -815.37449

Each line ends with the natural charge from an NBO analysis.
Cartesian coordinates (Å):
C  0.63  -0.45  -0.83  -0.14
C  -0.76  1.06  -0.06  -0.45
N  0.11  0.71  -1.00  -0.43
P  -1.09  0.27  1.33  0.41
P  -0.08  -1.49  0.50  0.16
H  1.18  -0.90  -1.56  0.19
H  -0.95  2.38  0.06  0.22
H  0.97  -1.58  1.57  0.05